DFT (ωB97M-V/def2-TZVPD) results for a cluster of 6 separate species, C11H34BrN8O5 in total in a non-equilibrium geometry.

Charge: -1
E_tot in Ha: -3827.8250
LUMO energy in Eh: 0.0852
E_HOMO in eV: -4.07

Each line ends with the Mulliken charge.
Element x y z (Å)
Br -0.329 -1.244 0.420  -0.976
C 5.357 -2.331 2.157  0.641
O 6.550 -2.432 2.432  -0.695
N 4.334 -2.468 2.923  -0.375
N 4.892 -2.023 0.988  -0.396
H 3.364 -2.444 2.642  0.194
H 4.511 -2.632 3.904  0.202
H 3.941 -1.808 0.728  0.215
H 5.617 -1.620 0.411  0.202
C -0.491 -6.659 -1.250  0.680
O -0.988 -6.631 -0.124  -0.688
N -0.403 -7.779 -1.907  -0.414
N -0.101 -5.642 -1.904  -0.350
H -0.479 -8.569 -1.282  0.229
H -0.168 -7.737 -2.889  0.168
H -0.210 -4.779 -1.389  0.214
H 0.256 -5.646 -2.849  0.155
C 2.821 -2.043 -4.838  0.649
O 1.781 -2.628 -5.006  -0.623
N 3.169 -1.388 -3.759  -0.368
N 3.892 -2.024 -5.640  -0.405
H 2.488 -1.337 -3.015  0.233
H 4.089 -0.972 -3.777  0.152
H 3.902 -2.647 -6.435  0.196
H 4.635 -1.341 -5.586  0.161
C -7.340 1.263 -0.996  -1.256
C -6.555 -0.103 -1.027  0.365
C -6.011 -0.506 -2.387  -0.670
O -7.154 -0.813 -3.239  -0.316
C -6.817 -0.829 -4.647  -0.809
N -5.513 -0.100 0.039  -0.648
H -8.400 1.304 -1.246  0.282
H -6.720 1.977 -1.538  0.279
H -7.413 1.714 -0.007  0.409
H -7.254 -0.935 -0.935  0.217
H -5.299 -1.329 -2.460  0.427
H -5.498 0.399 -2.712  0.299
H -7.630 -1.346 -5.156  0.291
H -6.000 -1.440 -5.031  0.322
H -6.683 0.123 -5.160  0.309
H -4.739 0.494 -0.219  0.241
H -5.926 0.371 0.831  0.259
C 2.471 4.763 2.420  -1.518
C 3.000 4.408 3.814  0.829
C 2.312 5.208 5.020  -0.784
O 2.467 6.627 4.912  -0.328
C 3.682 7.050 5.385  -0.703
N 2.605 3.001 3.914  -0.522
H 1.448 4.399 2.322  0.412
H 3.149 4.379 1.658  0.347
H 2.363 5.840 2.285  0.330
H 4.056 4.676 3.799  0.083
H 2.752 4.799 5.929  0.343
H 1.268 4.916 5.139  0.386
H 3.787 7.121 6.468  0.263
H 3.793 8.033 4.928  0.263
H 4.501 6.446 4.994  0.300
H 2.258 2.420 3.165  0.168
H 2.609 2.494 4.787  0.129